Molecular formula: C18H30BCeN9O7P2S
Method: DFT, ωB97M-V/def2-TZVPD

Structure (XYZ):
```
69
Properties=species:S:1:pos:R:3:mulliken_charge:R:1
Ce 11.092 10.515 10.177 0.74
C 6.876 10.085 11.504 -1.37
C 8.234 9.934 11.893 -0.12
N 8.917 9.188 11.005 -0.67
N 7.995 8.816 10.010 0.65
C 6.741 9.308 10.334 -0.09
B 8.357 8.688 8.484 0.50
N 9.710 8.004 8.310 0.20
C 9.962 6.967 7.490 -0.13
C 11.293 6.629 7.524 -1.26
C 11.849 7.554 8.465 -0.23
N 10.946 8.449 8.851 0.11
N 8.485 10.123 7.840 0.08
C 7.777 10.721 6.814 -0.02
C 7.904 12.091 7.002 -1.22
C 8.681 12.270 8.161 -0.58
N 9.141 11.070 8.581 0.18
N 7.149 7.932 7.742 0.51
C 6.358 6.984 8.284 -0.30
C 5.611 6.391 7.255 -0.88
C 6.080 7.046 6.105 -0.14
N 7.041 7.947 6.361 -1.01
H 6.129 10.620 12.097 0.44
H 8.857 10.277 12.658 0.72
H 5.860 9.082 9.739 0.52
H 9.143 6.650 6.854 0.45
H 11.840 5.929 6.874 0.40
H 12.852 7.602 8.881 0.52
H 7.215 10.129 6.046 0.54
H 7.554 12.891 6.368 0.42
H 8.883 13.170 8.643 0.68
H 6.376 6.752 9.362 0.51
H 4.804 5.637 7.253 0.39
H 5.620 7.090 5.106 0.45
N 13.979 8.676 13.274 -0.29
C 13.980 10.154 12.731 0.64
C 15.189 10.895 13.365 -1.24
P 12.381 10.949 13.429 0.61
O 12.319 10.023 14.808 -0.60
O 12.363 12.437 13.703 -0.67
O 11.309 10.371 12.457 -0.15
P 14.001 10.019 10.894 0.92
O 15.547 9.910 10.481 -0.53
O 13.281 11.067 10.129 -0.28
O 13.326 8.717 10.737 -0.94
H 13.388 8.568 14.118 0.39
H 14.975 8.412 13.401 0.38
H 13.570 8.150 12.468 0.28
H 14.936 11.311 14.373 0.37
H 15.407 11.778 12.763 0.35
H 16.036 10.218 13.396 0.42
H 11.616 10.364 15.395 0.39
H 15.707 10.663 9.852 0.36
C 13.186 15.542 8.841 -1.11
C 11.934 14.667 8.924 -0.40
S 11.910 13.931 10.594 0.35
O 10.853 12.752 10.454 -0.24
C 11.049 15.172 11.635 -0.43
C 9.612 15.528 11.264 -1.09
H 13.254 16.082 7.890 0.39
H 14.062 14.838 8.843 0.29
H 13.306 16.360 9.606 0.30
H 12.121 13.804 8.268 0.31
H 10.991 15.162 8.795 0.45
H 11.659 16.035 11.809 0.55
H 11.033 14.644 12.577 0.32
H 9.507 16.220 10.413 0.31
H 9.182 16.034 12.139 0.43
H 9.076 14.612 11.028 0.21
```

Properties
Net charge: +2
ΔE to the lowest compared entry with this formula, charge and spin in eV: 0.000
E_HOMO (alpha / beta) in eV: -13.193 / -13.193
Kohn-Sham gap (alpha / beta) in eV: 4.69 / 4.69
Lowest unoccupied orbital energy (alpha / beta) in Ha: -0.313 / -0.313